(1)
A cluster of 2 separate species, C14H26NO4 in total in a non-equilibrium geometry, computed with ωB97M-V/def2-TZVPD.

```
45
C14H26NO4 (ωB97M-V/def2-TZVPD)
O -0.260 -1.693 3.345
C 0.401 -2.649 2.890
O -0.077 -3.951 3.171
C 1.744 -2.315 2.088
C 2.250 -3.616 1.261
C 1.291 -4.026 0.018
C 1.900 -3.383 -1.312
C 3.431 -3.307 -0.817
O 4.480 -3.161 -1.451
O 3.552 -3.488 0.605
H -0.009 -4.540 2.389
H 2.564 -1.948 2.810
H 1.499 -1.441 1.381
H 2.198 -4.491 2.009
H 0.167 -4.048 0.189
H 1.579 -5.138 -0.105
H 1.493 -2.360 -1.629
H 1.648 -4.144 -2.116
C -2.065 -0.201 0.676
C -0.712 0.437 0.951
C -0.606 1.937 0.690
N -0.720 2.381 -0.769
C -0.031 1.432 -1.721
C -2.185 2.600 -1.196
C -2.380 4.102 -1.191
C -1.049 4.618 -1.688
C -0.057 3.781 -0.907
H -2.334 -0.158 -0.382
H -2.037 -1.255 0.961
H -2.853 0.281 1.259
H 0.069 -0.104 0.409
H -0.487 0.282 2.012
H 0.382 2.261 1.030
H -1.357 2.496 1.256
H -0.587 0.497 -1.755
H 0.989 1.272 -1.368
H -0.020 1.887 -2.713
H -2.306 2.194 -2.203
H -2.856 2.087 -0.507
H -2.576 4.459 -0.175
H -3.212 4.414 -1.824
H -0.917 5.686 -1.504
H -0.940 4.443 -2.763
H 0.083 4.191 0.095
H 0.911 3.678 -1.400
```

LUMO	-2.5	eV
Kohn-Sham gap	10.30	eV
total charge	+1
2S+1	1
maximum force	4.30	eV Å⁻¹

***

(2)
The molecule C11H23N3O3 in a non-equilibrium geometry, computed with ωB97M-V/def2-TZVPD.

```
40
C11H23N3O3 (ωB97M-V/def2-TZVPD)
C 3.845 -1.713 -0.434
C 3.581 -0.150 -0.450
C 3.156 0.531 -1.833
C 2.538 0.123 0.623
N 1.263 -0.331 0.167
C 0.245 -0.851 0.920
O 0.388 -0.779 2.150
C -0.914 -1.465 0.144
N -1.906 -1.860 1.085
C -1.543 -0.415 -0.717
C -1.837 0.916 -0.027
C -2.990 1.749 -0.658
C -4.273 1.295 0.040
N -4.372 -0.158 -0.098
C 2.350 1.639 1.037
O 2.794 2.577 0.441
O 1.754 1.713 2.228
H 2.928 -2.284 -0.655
H 4.602 -1.997 -1.180
H 4.191 -2.044 0.569
H 4.551 0.338 -0.062
H 3.055 1.592 -1.637
H 3.889 0.432 -2.629
H 2.186 0.075 -2.068
H 2.816 -0.425 1.580
H 1.164 -0.332 -0.807
H -0.593 -2.271 -0.547
H -2.188 -2.836 1.055
H -1.557 -1.679 2.043
H -0.880 -0.211 -1.628
H -2.416 -0.819 -1.259
H -2.020 0.768 1.077
H -0.998 1.551 0.023
H -2.808 2.743 -0.270
H -2.905 1.664 -1.760
H -5.153 1.748 -0.401
H -4.349 1.552 1.045
H -3.708 -0.607 0.558
H -5.297 -0.538 -0.056
H 1.416 0.761 2.392
```

LUMO	0.6	eV
Kohn-Sham gap	9.28	eV
total charge	0
2S+1	1
structure (SMILES)	CC(C)[C@H](NC(=O)[C@@H](N)CCCCN)C(=O)O
maximum force	3.44	eV Å⁻¹

***

(3)
The molecule C4H4O3, computed with ωB97M-V/def2-TZVPD.

```
11
C4H4O3 (ωB97M-V/def2-TZVPD)
O -1.138 -1.822 0.447
C -0.022 -1.356 0.216
C 0.215 0.041 -0.078
C 1.486 0.506 -0.641
O 1.743 1.665 -0.896
C -0.773 0.953 0.192
O -1.971 0.651 0.618
H 0.862 -2.016 0.286
H 2.219 -0.299 -0.866
H -0.589 2.021 0.083
H -2.032 -0.343 0.638
```

LUMO	-0.4	eV
Kohn-Sham gap	9.69	eV
total charge	0
2S+1	1
structure (SMILES)	O=CC(C=O)=CO
maximum force	0.46	eV Å⁻¹

***

(4)
The ion C4H5N2S with charge +1 in a non-equilibrium geometry, computed with ωB97M-V/def2-TZVPD.

```
12
C4H5N2S (ωB97M-V/def2-TZVPD)
C 1.126 1.210 1.078
C -0.176 0.417 1.484
C -0.830 -0.184 0.389
N -0.417 -0.818 -0.893
N -1.004 -1.214 -1.902
C -1.035 -1.816 -2.998
S -1.049 -2.520 -4.365
H 0.817 1.945 0.472
H 1.736 0.418 0.608
H 1.429 1.719 1.907
H -0.797 1.125 1.876
H 0.201 -0.281 2.346
```

LUMO (spin up / spin down)	-6.9 / -7.2	eV
Kohn-Sham gap (spin up / spin down)	6.82 / 6.47	eV
total charge	+1
2S+1	1
structure (SMILES)	CCC#[N+]N=C=S
maximum force	10.22	eV Å⁻¹

***

(5)
The molecule C5H8N2O in a non-equilibrium geometry, computed with ωB97M-V/def2-TZVPD.

```
16
C5H8N2O (ωB97M-V/def2-TZVPD)
O -0.577 -1.539 0.600
C -0.913 -0.293 -0.019
C -0.566 -0.173 -1.537
C 0.976 0.239 -1.403
N 1.678 0.480 -0.320
N 1.292 0.183 0.992
C -0.047 0.657 0.688
C -1.684 0.475 0.851
H 0.365 -1.563 0.748
H -1.269 0.666 -1.880
H -0.496 -1.153 -2.052
H 1.549 0.579 -2.325
H 1.915 0.640 1.555
H -0.068 1.802 0.570
H -2.464 1.270 0.592
H -2.307 0.008 1.809
```

LUMO	0.9	eV
Kohn-Sham gap	9.46	eV
total charge	0
2S+1	1
structure (SMILES)	O[C@]12CC=NN[C@@H]1C2
maximum force	7.36	eV Å⁻¹

***

(6)
A structure of composition C32H49LaN7Sb2 in a non-equilibrium geometry, computed with ωB97M-V/def2-TZVPD.

```
91
C32H49LaN7Sb2 (ωB97M-V/def2-TZVPD)
La 0.191 0.391 -0.435
C 1.236 -0.764 4.197
C 0.670 -0.287 2.916
N 1.208 -0.410 1.722
C 2.489 -1.214 1.611
C 3.214 -0.857 0.259
N 2.791 0.491 -0.252
C 3.443 1.031 -1.500
C 2.781 2.338 -1.883
N 1.320 2.158 -2.080
C 0.468 3.403 -1.997
C -1.016 3.140 -1.813
N -1.192 2.480 -0.531
C -1.978 2.836 0.421
C -2.921 4.021 0.286
C -1.843 2.084 1.743
C -2.571 2.344 2.843
C -2.187 1.736 4.028
C -1.171 0.810 4.109
C -0.479 0.608 2.921
N -0.893 1.133 1.750
H 2.021 -1.466 4.020
H 0.469 -1.211 4.889
H 1.662 0.104 4.686
H 2.271 -2.274 1.576
H 3.146 -1.118 2.446
H 2.821 -1.601 -0.468
H 4.299 -1.004 0.408
H 2.916 1.085 0.583
H 3.271 0.245 -2.287
H 4.562 1.239 -1.420
H 3.141 2.633 -2.865
H 2.945 3.049 -1.078
H 1.152 1.800 -3.014
H 0.682 4.043 -2.831
H 0.707 4.004 -1.085
H -1.254 2.458 -2.694
H -1.570 4.061 -1.912
H -2.463 5.028 0.224
H -3.597 4.103 1.133
H -3.416 3.820 -0.629
H -3.398 2.977 2.901
H -2.717 1.996 4.926
H -0.824 0.434 5.110
C -2.495 -3.904 1.616
Sb -1.850 -2.294 0.256
C -3.328 -0.982 1.200
C -3.260 -3.010 -1.310
C -2.741 -4.204 -2.005
C -2.905 -5.512 -1.481
C -2.535 -6.640 -2.194
C -2.073 -6.512 -3.513
C -1.951 -5.269 -4.076
C -2.189 -4.134 -3.332
C -1.973 -2.757 -3.881
Sb -0.178 -1.659 -3.266
C 0.957 -3.431 -2.867
C 0.535 -1.454 -5.287
H -1.773 -4.737 1.825
H -3.402 -4.359 1.226
H -2.788 -3.357 2.575
H -4.309 -1.524 1.297
H -3.506 -0.119 0.560
H -3.059 -0.737 2.233
H -3.614 -2.261 -1.941
H -4.049 -3.395 -0.705
H -3.388 -5.686 -0.564
H -2.534 -7.632 -1.736
H -1.770 -7.356 -4.052
H -1.544 -5.144 -5.115
H -2.922 -2.171 -3.837
H -1.682 -2.816 -4.942
H 0.480 -4.091 -2.109
H 1.959 -3.249 -2.437
H 1.110 -4.110 -3.796
H 1.465 -0.905 -5.494
H -0.253 -1.007 -5.890
H 0.785 -2.472 -5.558
N 3.762 6.102 3.891
C 3.371 4.973 3.234
C 4.115 4.317 2.206
C 3.560 3.273 1.534
N 2.320 2.736 1.755
C 1.631 3.362 2.756
C 2.100 4.396 3.504
H 4.649 6.499 3.766
H 3.255 6.415 4.714
H 5.174 4.497 2.123
H 4.249 2.703 0.877
H 0.636 2.973 2.909
H 1.573 4.766 4.396
```

LUMO	-9.1	eV
Kohn-Sham gap	5.54	eV
total charge	+3
2S+1	1
maximum force	3.08	eV Å⁻¹